{
  "formula": "C6H17Cl2NSi2",
  "method": "wB97M-V/def2-TZVPD",
  "e_above_lowest_kcal_mol": 83.01,
  "homo_lumo_gap_ha": 0.32797,
  "elements": ["C", "C", "C", "C", "C", "C", "N", "Si", "Si", "Cl", "Cl", "H", "H", "H", "H", "H", "H", "H", "H", "H", "H", "H", "H", "H", "H", "H", "H", "H"],
  "coordinates": [[-0.286849, -1.934228, 0.154684], [0.550356, -1.678219, 2.642232], [2.461636, 1.690017, 0.342922], [0.479807, 1.562411, -1.137386], [0.664350, -1.206657, 1.110368], [1.312522, 0.772088, -0.125037], [0.461975, 0.204680, 0.939936], [-5.054753, 0.134185, -1.502450], [-0.916061, 1.013233, 1.766725], [-0.781842, 2.967607, 1.243483], [-3.913067, -0.925947, -0.163687], [-1.344115, -1.867145, 0.372315], [-0.204618, -1.622547, -0.955059], [-0.098735, -2.965069, 0.081020], [-0.474626, -1.998583, 2.613494], [0.923829, -0.985472, 3.406868], [1.102386, -2.580541, 2.779557], [3.049761, 1.265373, 1.083276], [3.063443, 2.038804, -0.410021], [2.011005, 2.537504, 0.904743], [1.053844, 1.554065, -2.074864], [0.424047, 2.587759, -0.863951], [-0.547075, 1.196709, -1.423344], [1.682386, -1.447528, 0.943132], [1.682705, -0.130573, -0.569822], [-5.927070, 1.147638, -1.086050], [-5.933948, -0.789238, -2.312191], [-3.977015, 0.953558, -2.085956]],
  "forces_ev_per_angstrom": [[0.36, 0.45, -1.86], [-0.58, 0.12, -2.14], [-3.21, 0.15, 1.85], [0.15, -0.85, -1.79], [-0.68, -0.43, 1.82], [-0.93, 0.51, 0.10], [-0.92, 2.69, 1.14], [0.82, -0.68, -1.03], [1.06, -2.40, -0.01], [0.03, 1.38, -0.10], [-0.40, -0.15, 0.37], [-0.17, 0.49, 0.53], [0.16, 0.10, 1.77], [0.49, -1.68, 0.24], [-0.78, 0.25, 1.50], [-0.72, 0.15, -0.46], [0.60, -0.78, -0.14], [1.33, -1.38, 1.26], [1.29, 0.82, -2.06], [0.14, -0.20, -0.71], [-0.10, 0.02, 0.00], [-0.22, 0.69, 0.18], [1.01, 0.05, 0.72], [1.08, -0.04, -1.05], [0.63, -0.16, -0.80], [-1.10, 0.88, 1.19], [0.76, 0.26, 0.16], [-0.10, -0.28, -0.70]],
  "mulliken_charge": [-0.98, -1.58, -1.58, -1.62, 0.05, 0.29, 0.61, 0.47, -0.15, -0.26, -0.16, 0.05, 0.26, 0.48, 0.41, 0.36, 0.42, 0.44, 0.45, 0.27, 0.44, 0.49, 0.28, 0.44, 0.45, -0.12, -0.09, -0.12]
}